{
  "formula": "C2H9NO",
  "method": "ωB97M-V/def2-TZVPD",
  "homo_lumo_gap_ev": 10.1,
  "smiles": "CNC.O",
  "max_force_ev_per_a": 4.2,
  "species": ["C", "N", "C", "H", "H", "H", "H", "H", "H", "H", "O", "H", "H"],
  "coordinates": [[-1.39915, -0.77534, -0.98105], [-0.38112, -0.07906, -0.07047], [0.77734, -0.89722, 0.32371], [-1.62504, -1.77500, -0.51731], [-2.35132, -0.28900, -1.00749], [-0.83736, -1.00009, -2.03295], [-0.85930, 0.19346, 0.77950], [0.58404, -1.92759, 0.29341], [1.21262, -0.56940, 1.47862], [1.53263, -0.75779, -0.35724], [1.44201, 2.77823, 0.61912], [1.06291, 2.84253, 1.44776], [0.84174, 2.25628, 0.02439]],
  "atomic_forces_ev_per_a": [[3.4715, -1.9228, -0.0267], [-1.1406, 0.0301, -0.3474], [-0.5318, 1.9251, 3.7035], [0.2154, 0.4879, -0.5964], [-0.1469, 0.8517, -0.4952], [-1.7958, 0.8156, 2.3861], [-0.1747, -0.0310, -0.1527], [-0.5691, -1.7190, 0.4736], [-1.3656, -0.9322, -3.4663], [2.0917, 0.6332, -1.4659], [0.7347, -0.7359, -3.5911], [-1.4293, 0.0432, 2.4677], [0.6404, 0.5541, 1.1107]],
  "mulliken_charge": [-0.78, -0.32, -0.87, 0.28, 0.33, 0.22, 0.24, 0.38, 0.23, 0.31, -0.65, 0.29, 0.34]
}